Molecular formula: C17H23BBr2CaCl2F2KN3NaO12S
Method: DFT, the ωB97M-V functional and the def2-TZVPD basis

**Kohn-Sham gap**: 3.489 eV
**Highest occupied orbital energy**: -8.7 eV
**Multiplicity**: 1
**Total charge**: +1
**LUMO**: -5.23 eV

Element x y z (Å)
C 0.72280 2.09869 -4.19129
C 1.19635 1.54989 -2.80723
F 0.31106 2.16152 -1.84159
C 2.64070 1.96671 -2.37180
C 3.02756 3.19040 -3.24293
N 3.27415 3.98172 -4.00321
C 3.82291 0.91040 -2.52009
C 3.45021 -0.57860 -2.26279
N 3.17998 -1.65437 -2.02880
C 4.87424 1.28834 -1.37482
C 4.37868 0.81173 0.05225
N 4.95391 -0.49884 0.45735
S 4.80846 0.98744 -4.09468
O 5.84450 1.98234 -3.96984
O 5.44696 -0.30625 -4.19723
F 3.93320 1.19929 -5.40974
H -0.25765 1.59599 -4.38826
H 1.39247 1.83292 -5.02929
H 0.49238 3.18713 -4.13769
H 0.97317 0.47104 -2.77096
H 2.62877 2.34429 -1.32188
H 5.82758 0.75669 -1.61871
H 5.11472 2.37274 -1.40587
H 4.65209 1.53800 0.84774
H 3.25897 0.77625 0.02748
H 4.20589 -1.17870 0.31013
H 5.69190 -0.78106 -0.18576
C 1.65357 -2.40915 1.45534
O 1.35576 -1.09988 1.13631
C 0.45394 -1.01200 0.01734
C -0.94737 -0.77080 0.51533
O -1.40496 -1.91154 1.22973
C -1.32234 -1.71384 2.64572
H 2.13922 -2.41861 2.43083
H 0.74931 -3.03379 1.50551
H 2.33955 -2.82390 0.71863
H 0.49483 -1.91471 -0.60234
H 0.77837 -0.17070 -0.59790
H -1.61289 -0.63414 -0.33964
H -1.00243 0.13406 1.12687
H -2.13286 -1.00545 3.04531
H -0.34014 -1.30972 2.93202
H -1.45879 -2.69062 3.12132
K 1.58802 -4.02438 3.44844
B -5.93677 0.30535 0.31498
O -4.56763 -0.00384 0.61539
C -4.36178 -1.27261 0.36266
O -3.31312 -1.79184 0.56055
C -5.62985 -1.88059 -0.15254
O -5.79756 -3.01471 -0.47339
O -6.57967 -0.92096 -0.16687
O -6.57342 0.78240 1.56860
C -6.99688 1.99144 1.32438
O -7.56821 2.69659 2.16335
C -6.67870 2.38476 -0.08955
O -6.94257 3.43518 -0.59193
O -6.04535 1.38767 -0.67615
Ca -6.34512 2.39855 4.01351
Br 2.08715 -0.90286 -4.42795
C -1.94364 -1.06933 6.58623
Cl -1.83472 -0.02697 5.16545
Cl -1.29933 -2.69155 6.25370
H -1.37392 -0.62800 7.39890
H -2.98813 -1.16062 6.87284
Br -3.84009 -0.04359 3.45894
Na 3.12010 -3.37461 -0.65695